one) The molecule C4H4O2S, computed with ωB97M-V/def2-TZVPD.

HOMO-LUMO gap (spin up / spin down), eV: 6.6174 / 7.4186

```
11
C4H4O2S ωB97M-V/def2-TZVPD
C -0.320 -0.016 -0.981
C 0.854 -0.523 -0.503
C -1.317 0.724 -0.332
C 1.644 -0.040 0.485
O -2.934 1.463 1.478
O 2.450 -0.684 1.259
S -1.709 0.730 1.332
H -0.511 -0.235 -2.124
H 1.407 -1.128 -1.118
H -2.119 1.335 -0.862
H 2.555 -1.626 1.366
```



two) A cluster of 2 separate species, C4H4O2S in total, computed with ωB97M-V/def2-TZVPD.

HOMO-LUMO gap, eV: 7.8298

```
11
C4H4O2S ωB97M-V/def2-TZVPD
C 1.503 1.563 1.113
C 1.206 0.734 0.269
C 1.016 -1.241 -1.197
C 0.573 -0.055 -0.789
O -3.722 0.144 1.745
O -1.617 -0.178 0.484
S -3.058 -0.038 0.472
H 1.758 2.088 2.038
H 0.682 -1.711 -2.069
H 1.767 -1.900 -0.648
H -0.109 0.594 -1.420
```



Going by the computed energies, the most stable comes first: two), one).



one) The molecule C4H4O2S, computed with ωB97M-V/def2-TZVPD.

SMILES string: O=CC(=S)[C@H]1CO1
HOMO-LUMO gap, eV: 7.8286

```
11
C4H4O2S ωB97M-V/def2-TZVPD
O 2.203 -1.415 -0.019
C 1.845 -0.266 0.071
C 0.435 0.169 -0.007
S 0.082 1.758 -0.003
C -0.665 -0.814 -0.125
C -1.849 -0.727 0.681
O -1.935 -0.542 -0.711
H 2.503 0.631 0.212
H -0.253 -1.822 -0.361
H -2.017 0.229 1.256
H -2.289 -1.681 1.072
```



two) The molecule C4H4O2S, computed with ωB97M-V/def2-TZVPD.

SMILES string: C=C1SCOC1=O
HOMO-LUMO gap, eV: 8.8881

```
11
C4H4O2S ωB97M-V/def2-TZVPD
C 1.225 1.695 0.055
C 0.299 0.746 -0.221
S -1.480 0.829 -0.139
C -1.555 -1.055 0.007
O -0.333 -1.536 -0.053
C 0.757 -0.611 -0.092
O 1.872 -1.141 -0.138
H 1.142 2.806 0.229
H 2.337 1.156 -0.008
H -2.266 -1.528 -0.701
H -1.998 -1.362 1.063
```



three) The molecule C4H4O2S, computed with ωB97M-V/def2-TZVPD.

SMILES string: O=C(O)CC=C=S
HOMO-LUMO gap, eV: 8.2418

```
11
C4H4O2S ωB97M-V/def2-TZVPD
O -0.001 -1.608 -1.455
C 0.525 -0.630 -1.007
O 1.809 -0.313 -1.293
C -0.307 0.127 -0.015
C -1.716 -0.307 -0.139
C -2.515 -0.074 -1.153
S -3.599 0.420 -2.146
H 2.154 -0.942 -1.901
H 0.109 -0.259 0.951
H -0.299 1.216 0.049
H -2.331 -0.801 0.663
```



Going by the computed energies, the most stable comes first: three), two), one).



one) A structure of composition C4H5N2, computed with ωB97M-V/def2-TZVPD.

Total charge: +1
HOMO-LUMO gap, eV: 7.2327

```
11
C4H5N2 ωB97M-V/def2-TZVPD
C 1.009 1.161 -0.460
C 1.044 2.157 -1.184
C -0.513 0.714 -0.075
C -0.502 -1.676 0.875
N 1.313 0.014 0.201
N 0.036 -0.380 0.343
H 1.061 2.961 -1.858
H -1.394 0.967 -0.762
H -0.542 -1.698 1.915
H -1.509 -1.661 0.620
H -0.001 -2.558 0.385
```



two) A structure of composition C4H5N2, computed with ωB97M-V/def2-TZVPD.

Total charge: +1
HOMO-LUMO gap (spin up / spin down), eV: 6.8856 / 6.7397

```
11
C4H5N2 ωB97M-V/def2-TZVPD
C -0.079 2.121 0.520
C -1.357 1.832 0.848
C -1.239 0.436 0.550
C 1.411 -1.796 -1.032
N 0.723 1.329 -0.049
N 0.053 0.238 0.109
H -2.049 2.464 1.369
H -1.858 -0.385 0.803
H 0.448 -2.364 -1.004
H 1.914 -1.758 -1.983
H 2.034 -2.117 -0.132
```



three) The ion C4H5N2 with charge +1, computed with ωB97M-V/def2-TZVPD.

Total charge: +1
HOMO-LUMO gap (spin up / spin down), eV: 7.3065 / 7.3142

```
11
C4H5N2 ωB97M-V/def2-TZVPD
C 0.412 -0.426 -1.205
C 1.276 0.066 -0.454
C 0.231 0.800 1.461
C -0.637 -0.437 -1.995
N 1.381 0.600 0.717
N -0.728 -0.044 1.566
H -1.622 -0.811 -1.755
H -0.228 -0.198 -3.054
H 2.153 1.146 0.995
H -1.459 0.290 2.174
H -0.780 -0.986 1.551
```



Going by the computed energies, the most stable comes first: three), one), two).